Molecular formula: C39H112N18O9P6
Method: DFT, ωB97M-V/def2-TZVPD

Summary:
electronic energy: -143241.6885 eV
structure (SMILES): CN(C)P(=O)(N(C)C)N(C)C.CN(C)P(=O)(N(C)C)N(C)C.CN(C)P(=O)(N(C)C)N(C)C.CN(C)P(=O)(N(C)C)N(C)C.CN(C)P(=O)(N(C)C)N(C)C.CN(C)P(=O)(N(C)C)N(C)C.O=C1OCCO1

Last column: Mulliken charge in e.
Positions of all 184 atoms, in Å:
C -11.029629 -1.784846 1.868766  -0.853
N -11.752009 -2.084876 0.553926  0.296
C -12.996779 -2.859516 0.702676  -1.090
P -11.039399 -1.658796 -0.910484  0.197
O -11.086549 -2.780956 -1.817374  -0.822
N -11.933119 -0.268206 -1.402734  0.173
C -12.708179 0.445164 -0.437304  -0.821
C -11.544339 0.431744 -2.640974  -1.015
N -9.431509 -1.064896 -0.596384  0.378
C -8.349949 -1.938986 -0.809014  -1.091
C -9.041729 0.311574 -0.297894  -1.115
H -10.765329 -0.732306 1.766756  0.248
H -10.148419 -2.405976 2.029296  0.232
H -11.661819 -1.791956 2.756676  0.335
H -12.849939 -3.906776 0.966866  0.339
H -13.465439 -2.936646 -0.278394  0.317
H -13.697629 -2.378926 1.385266  0.386
H -12.020909 0.836354 0.312846  0.292
H -13.178499 1.298984 -0.925064  0.375
H -13.574359 -0.100216 -0.062624  0.187
H -12.107909 1.353814 -2.783344  0.369
H -10.498749 0.705934 -2.781194  0.327
H -11.870719 -0.159276 -3.496694  0.312
H -8.364779 -2.499496 -1.743734  0.327
H -7.390479 -1.425946 -0.874824  0.384
H -8.227239 -2.669956 -0.009834  0.268
H -9.668089 1.145714 -0.614094  0.336
H -8.059719 0.593654 -0.677634  0.404
H -9.068939 0.455584 0.782206  0.325
C -5.796259 9.294254 -6.405254  -1.125
N -5.005739 9.210204 -5.163944  0.228
C -3.606439 9.700404 -5.256344  -1.052
P -5.362059 8.041484 -4.016384  0.272
O -5.325859 6.679704 -4.619784  -0.849
N -4.391729 8.280164 -2.651274  0.284
C -4.380949 9.495884 -1.843194  -0.958
C -3.768589 7.132424 -2.054074  -0.940
N -6.924109 8.403714 -3.356354  0.304
C -7.473989 7.541694 -2.340714  -1.112
C -7.888419 9.259054 -4.020114  -1.024
H -5.122609 9.454814 -7.246994  0.416
H -6.270529 10.255244 -6.206014  0.397
H -6.501489 8.464614 -6.454714  0.280
H -3.033909 8.776554 -5.338924  0.344
H -3.188239 10.297954 -4.446324  0.223
H -3.574769 10.363794 -6.120634  0.443
H -3.532139 9.434544 -1.162124  0.405
H -4.243679 10.363074 -2.489154  0.273
H -5.295059 9.486474 -1.249544  0.256
H -4.438739 6.274674 -1.997084  0.258
H -3.070859 6.729684 -2.788294  0.288
H -3.366459 7.377994 -1.071174  0.383
H -8.436189 7.088084 -2.578474  0.428
H -6.834979 6.716354 -2.026714  0.256
H -7.728849 8.107934 -1.444894  0.372
H -8.641389 9.503924 -3.271004  0.439
H -8.192459 8.748504 -4.933904  0.277
H -7.392049 10.170554 -4.353114  0.235
C 9.890401 -5.070456 1.164066  -1.138
N 9.354081 -4.095506 2.116396  0.238
C 8.555011 -4.803286 3.086226  -1.148
P 10.402221 -2.818176 2.549426  0.364
O 11.605251 -3.302516 3.273846  -0.894
N 10.766491 -1.872636 1.199726  0.187
C 12.102201 -1.396446 0.868016  -1.021
C 9.832791 -1.774126 0.014776  -1.130
N 9.465741 -1.836096 3.634266  0.337
C 8.285711 -1.148856 3.062786  -1.034
C 9.713311 -1.362186 4.934656  -1.114
H 9.183641 -5.335546 0.377736  0.313
H 10.111901 -6.026376 1.638666  0.452
H 10.821681 -4.730706 0.710866  0.347
H 8.083511 -5.688336 2.659066  0.503
H 7.648061 -4.230256 3.279056  0.300
H 8.998941 -4.931086 4.073496  0.320
H 12.813461 -1.818236 1.578156  0.376
H 12.260641 -1.678036 -0.172994  0.332
H 12.119381 -0.311466 0.764986  0.281
H 10.033611 -0.807926 -0.448074  0.403
H 10.129831 -2.497866 -0.744214  0.347
H 8.775501 -1.937926 0.223126  0.399
H 7.448611 -1.147386 3.760896  0.386
H 8.484931 -0.134006 2.718566  0.322
H 8.104711 -1.576476 2.076636  0.229
H 10.439541 -2.003886 5.433556  0.361
H 8.864011 -1.435516 5.613926  0.350
H 10.348371 -0.476576 4.956956  0.333
C -2.710199 -7.046916 -6.911244  -1.111
N -1.508299 -6.310236 -6.633244  0.315
C -0.303749 -7.088366 -7.013794  -0.933
P -1.512919 -4.647196 -6.309594  0.363
O -2.850699 -4.000606 -6.247004  -0.827
N -0.746759 -4.448896 -4.782494  0.169
C -0.837309 -3.193456 -4.119164  -1.133
C 0.015211 -5.407136 -4.164834  -1.018
N -0.487079 -3.984516 -7.542904  0.335
C 0.913921 -3.831406 -7.298944  -0.961
C -0.872919 -3.678436 -8.919834  -1.066
H -2.623079 -7.584126 -7.855654  0.340
H -3.599479 -6.418126 -6.954984  0.357
H -2.905659 -7.746956 -6.098944  0.303
H -0.141609 -7.061236 -8.091324  0.288
H -0.264459 -8.133556 -6.706994  0.339
H 0.526291 -6.557526 -6.547584  0.249
H -1.429399 -3.198196 -3.204004  0.381
H 0.106841 -2.671586 -3.963204  0.399
H -1.367219 -2.503756 -4.776124  0.346
H 0.221141 -5.062006 -3.151634  0.436
H -0.519149 -6.354366 -4.091924  0.296
H 0.832851 -5.732286 -4.808144  0.259
H 1.069561 -3.603266 -6.244504  0.224
H 1.546791 -4.611456 -7.722134  0.283
H 1.368491 -2.898306 -7.631814  0.386
H -1.934019 -3.539396 -9.126784  0.291
H -0.596409 -4.506006 -9.573114  0.334
H -0.492699 -2.695136 -9.196714  0.358
C 0.567561 -8.789726 8.193656  -1.070
N 0.528431 -9.061596 6.769456  0.133
C -0.656509 -9.801926 6.368346  -1.012
P 1.350901 -8.004666 5.691206  0.516
O 2.578721 -7.359356 6.236406  -0.899
N 1.710891 -9.076936 4.402986  0.402
C 1.468321 -8.843756 3.017806  -1.224
C 2.695731 -10.101256 4.660386  -1.081
N 0.139331 -6.886136 5.114246  0.254
C 0.523321 -5.919916 4.062026  -1.180
C -0.897379 -6.386196 5.945646  -0.926
H -0.447869 -8.958896 8.551966  0.382
H 0.882151 -7.787086 8.483186  0.315
H 1.253571 -9.593726 8.460276  0.346
H -0.559509 -10.867156 6.578076  0.258
H -0.679419 -9.841056 5.279296  0.263
H -1.446929 -9.265156 6.892946  0.474
H 1.143841 -9.765546 2.534976  0.317
H 0.705371 -8.149576 2.665526  0.368
H 2.327461 -8.348776 2.565076  0.439
H 2.116501 -10.939986 4.274226  0.370
H 3.581621 -9.813516 4.094256  0.309
H 2.790241 -10.158146 5.744796  0.290
H 0.902961 -4.928916 4.310776  0.308
H 1.271651 -6.432896 3.457916  0.292
H -0.304149 -5.917846 3.352516  0.454
H -1.675369 -6.052796 5.258866  0.340
H -0.556229 -5.505146 6.489226  0.296
H -1.321659 -7.096876 6.654896  0.269
C 8.845361 8.047094 1.368686  -1.039
N 8.103151 6.746744 0.972526  -0.003
C 8.912581 5.578224 0.991496  -1.039
P 6.392031 6.719084 1.406346  0.519
O 5.761211 5.366584 1.125996  -0.807
N 6.298281 6.978084 3.188886  0.234
C 5.047661 7.484774 3.730706  -1.090
C 7.231631 6.449124 4.182436  -0.963
N 5.733391 8.157434 0.679436  0.160
C 4.570271 8.203424 -0.345284  -0.856
C 5.968201 9.520014 1.236286  -1.146
H 8.461441 8.805224 0.686086  0.327
H 9.913741 7.896074 1.214236  0.416
H 8.682881 8.340804 2.405716  0.337
H 9.419111 5.459774 0.033636  0.298
H 8.219321 4.737334 1.011116  0.351
H 9.526881 5.609204 1.891376  0.385
H 4.396851 7.608504 2.865116  0.262
H 4.563471 6.806314 4.433096  0.382
H 5.326411 8.405824 4.242636  0.344
H 7.074181 7.020044 5.097506  0.346
H 6.976911 5.417554 4.425476  0.245
H 8.224381 6.539824 3.741626  0.280
H 4.411341 9.240144 -0.642014  0.317
H 4.672791 7.517774 -1.186404  0.290
H 3.662991 7.805904 0.109596  0.315
H 5.924341 10.299284 0.475426  0.289
H 6.851451 9.526174 1.874986  0.359
H 5.094441 9.560054 1.886696  0.488
O -2.459259 0.812244 2.837826  -0.630
C -1.470839 1.577934 2.880516  0.721
O -0.382939 1.086284 2.312096  -0.301
C 0.638221 2.068174 2.316116  -0.252
C 0.114791 2.862304 3.449936  -0.383
O -1.296959 2.683414 3.426566  -0.273
H 1.597941 1.662884 2.636736  0.263
H 0.810751 2.621554 1.393026  0.272
H 0.420781 3.905584 3.372256  0.316
H 0.546381 2.506454 4.385466  0.267

Atoms 1-6, force components in eV/Å:
-0.5982 0.8431 -1.8225
0.7150 0.0888 2.2726
0.5088 0.1368 -1.3379
-0.0515 2.5963 1.5468
0.2921 -1.0820 -1.5283
1.4038 -1.2872 -0.6628

***

Molecular formula: C39H21KN8O2S
Method: DFT, ωB97M-V/def2-TZVPD

Summary:
electronic energy: -83966.0929 eV
energy above the lowest of the compared OMol25 structures with the same formula, charge and spin: 2.2 kcal per mole
net charge: -2

Last column: Mulliken charge in e.
Positions of all 72 atoms, in Å:
K -1.315010 -1.022760 0.476996  1.049
C 0.399022 1.868926 6.465350  -0.603
C -0.563557 2.815370 6.097902  -0.571
C -1.054345 2.864457 4.798278  -0.022
C -0.564570 1.948799 3.882434  -0.073
C -0.833502 1.711045 2.446110  0.115
N -1.693408 2.466747 1.749845  -0.574
C -1.896942 2.315264 0.445343  -0.707
C -2.836264 3.180084 -0.313240  0.405
C -3.648588 4.239975 0.048937  0.019
C -4.425031 4.834668 -0.939411  -0.587
C -4.358457 4.395256 -2.266447  -0.575
C -3.525190 3.339152 -2.627897  0.134
C -2.781705 2.731110 -1.631386  0.685
C -1.826384 1.601215 -1.632668  -0.286
N -1.519677 0.936574 -2.732194  -0.643
C -0.623156 -0.063814 -2.763660  -0.151
N 0.027110 -0.618556 -1.740153  -0.345
C 0.887859 -1.560931 -2.204577  -0.101
N 1.753424 -2.282125 -1.510110  -0.606
C 1.959937 -2.162732 -0.195102  -0.278
N 1.305613 -1.361088 0.671469  -0.237
C 1.872539 -1.452843 1.883150  -0.268
N 1.560715 -0.759112 2.990821  -0.628
C 0.673820 0.215986 3.028427  -0.053
N -0.089536 0.692816 2.011926  -0.429
C 0.393678 1.003697 4.248651  -0.019
C 0.888171 0.953097 5.541919  0.038
C 2.974112 -2.421449 1.838935  0.128
C 3.876037 -2.883238 2.789041  -0.047
C 4.828514 -3.810688 2.394425  -0.552
C 4.884442 -4.263959 1.067252  -0.560
C 3.989206 -3.796413 0.117145  -0.034
C 3.029550 -2.873237 0.514204  0.077
C 0.767219 -1.640260 -3.670763  -0.025
C 1.400915 -2.409003 -4.636334  -0.010
C 1.049074 -2.212934 -5.964767  -0.558
C 0.083435 -1.262352 -6.321296  -0.598
C -0.545620 -0.490280 -5.353482  0.019
C -0.193836 -0.691266 -4.027465  0.019
N -1.332327 1.432365 -0.389323  -0.592
H 0.764182 1.851602 7.485732  0.358
H -0.929975 3.515531 6.839534  0.368
H -1.801231 3.589106 4.498897  0.535
H -3.693313 4.565214 1.080680  0.518
H -5.087720 5.651996 -0.685720  0.361
H -4.969326 4.880771 -3.018816  0.377
H -3.479469 2.973005 -3.646450  0.470
H 1.632089 0.213565 5.811541  0.530
H 3.823701 -2.519552 3.808023  0.520
H 5.542204 -4.192228 3.115463  0.367
H 5.640609 -4.987799 0.785827  0.357
H 4.024464 -4.132814 -0.911931  0.521
H 2.147065 -3.138817 -4.346653  0.525
H 1.525135 -2.802100 -6.740107  0.366
H -0.173336 -1.132525 -7.366099  0.359
H -1.293980 0.248447 -5.612051  0.541
O -6.907606 2.448965 -2.884712  -0.565
C -7.304479 1.176884 -2.608439  0.595
O -8.282896 0.748709 -3.175129  -0.654
C -6.522270 0.435947 -1.598511  0.003
C -5.617252 1.041953 -0.727008  -0.099
C -4.921664 0.303298 0.213093  -0.863
C -5.087136 -1.094955 0.339365  -0.317
S -4.218206 -2.025194 1.514747  -0.522
C -5.995104 -1.692323 -0.572393  -0.533
C -6.694792 -0.948677 -1.497701  -0.492
H -6.047074 2.630755 -2.478677  0.363
H -5.467931 2.123615 -0.720383  0.678
H -4.246744 0.804987 0.897639  0.607
H -6.141535 -2.763357 -0.515681  0.375
H -7.394376 -1.427457 -2.172184  0.391

Atoms 1-6, force components in eV/Å:
-0.4573 -0.4090 0.1232
-0.0114 -0.0049 -0.0503
0.0098 -0.0331 -0.0495
-0.0025 0.0354 0.0662
-0.0739 0.0405 -0.1419
0.0422 0.1124 0.0351